Computed, not measured: a structure of composition C52H63GeN6O2Pb, with ωB97M-V/def2-TZVPD.

Last column: Mulliken charge in e.
Element x y z (Å)
Pb (-0.3153, 0.2639, 0.4451)  3.03
C (-4.4005, -1.0458, 0.5641)  -0.92
C (-5.2962, 0.0956, 0.0740)  0.25
C (-6.2502, 0.5275, 1.1939)  -1.59
C (-4.6449, 1.3025, -0.6119)  0.98
C (-5.3752, 1.8416, -1.6727)  -1.08
C (-4.9380, 2.9471, -2.3747)  -1.51
C (-3.7432, 3.5439, -2.0079)  -0.92
C (-2.9682, 3.0520, -0.9637)  0.45
C (-1.6915, 3.8275, -0.6624)  0.16
C (-1.4445, 4.2301, 0.7891)  -1.83
C (-0.6570, 2.3446, -2.5396)  -2.01
C (-3.4330, 1.9251, -0.2670)  -0.73
N (-2.6009, 1.3500, 0.7432)  1.50
C (-2.9085, 1.4396, 1.9826)  -0.40
C (-2.1522, 0.8010, 3.0133)  0.04
C (-2.5225, 0.6587, 4.3423)  -1.95
C (-1.5608, -0.1623, 4.9344)  -1.17
C (-0.6282, -0.4803, 3.9441)  -1.28
N (-0.9783, 0.1018, 2.7610)  1.08
C (0.5724, -1.3804, 4.1850)  3.61
C (0.1220, -2.8419, 4.3186)  -1.77
C (1.3011, -0.9415, 5.4787)  -2.01
C (1.6574, -1.2749, 3.1563)  -1.35
H (-4.9996, -1.9583, 0.6307)  0.46
H (-3.9975, -0.8590, 1.5609)  0.31
H (-3.5629, -1.2426, -0.1087)  -0.29
H (-5.9215, -0.3391, -0.7084)  0.80
H (-5.6963, 0.8573, 2.0772)  0.22
H (-6.8853, -0.3075, 1.4987)  0.43
H (-6.8955, 1.3468, 0.8748)  0.40
H (-6.3129, 1.3698, -1.9476)  0.50
H (-5.5236, 3.3441, -3.1941)  0.45
H (-3.3998, 4.4268, -2.5370)  0.43
H (-1.7873, 4.7588, -1.2179)  0.87
H (-1.1329, 3.4032, 1.4267)  0.11
H (-2.3499, 4.6637, 1.2186)  0.44
H (-0.6631, 4.9935, 0.8144)  0.31
H (-1.2705, 1.5004, -2.2313)  0.06
H (0.2768, 1.9797, -2.9740)  0.57
H (-1.2082, 2.9063, -3.2930)  0.50
H (-3.7960, 1.9969, 2.2941)  0.51
H (-3.3969, 1.0951, 4.8063)  0.58
H (-1.5367, -0.4927, 5.9626)  0.54
H (-0.6093, -2.9409, 5.1217)  0.46
H (0.9784, -3.4821, 4.5525)  0.44
H (-0.3457, -3.1966, 3.3964)  0.24
H (0.6368, -1.0729, 6.3334)  0.38
H (1.5975, 0.1081, 5.4355)  0.46
H (2.1909, -1.5532, 5.6471)  0.48
H (1.1674, -1.4629, 2.0663)  -0.86
H (2.4303, -2.0345, 3.2449)  0.62
H (2.0698, -0.2880, 2.9678)  0.41
O (-1.8974, -2.7808, 1.7770)  -0.67
H (-2.1568, -1.9660, 2.2251)  0.07
H (-2.6455, -3.0048, 1.2155)  0.28
O (1.6736, 1.5506, 1.7886)  -0.42
H (1.5843, 2.2118, 1.0761)  0.20
H (1.2189, 1.9521, 2.5406)  0.29
N (0.3458, 2.5002, -0.3681)  -0.50
C (-0.3254, 3.2552, -1.3277)  0.38
N (0.4825, 4.4054, -1.7232)  0.95
C (1.8761, 4.5682, -1.3302)  -0.45
C (2.1903, 6.0381, -1.0940)  -0.72
C (1.8408, 6.8606, -2.3305)  -0.79
C (0.3886, 6.6261, -2.7342)  -0.88
C (0.1139, 5.1381, -2.9195)  -0.76
H (2.5528, 4.1890, -2.1174)  0.26
H (2.0773, 3.9834, -0.4374)  0.06
H (3.2445, 6.1540, -0.8316)  0.36
H (1.5970, 6.3874, -0.2426)  0.26
H (2.4934, 6.5544, -3.1565)  0.30
H (2.0270, 7.9210, -2.1572)  0.43
H (0.1518, 7.1556, -3.6600)  0.41
H (-0.2763, 7.0109, -1.9533)  0.28
H (0.6729, 4.7763, -3.8001)  0.42
H (-0.9442, 4.9847, -3.1373)  0.41
N (-1.4804, -2.2523, -7.0683)  -0.45
C (-1.4638, -2.0655, -5.9351)  -0.24
C (-1.4427, -1.8272, -4.5057)  0.43
C (-2.4437, -1.0776, -3.9026)  -0.86
C (-2.3691, -0.8555, -2.5393)  0.07
N (-1.3780, -1.3345, -1.7732)  0.09
C (-0.4383, -2.0713, -2.3728)  -0.39
C (-0.4175, -2.3401, -3.7279)  -0.81
H (-3.2593, -0.6681, -4.4830)  0.60
H (-3.1228, -0.2467, -2.0514)  -0.09
H (0.3426, -2.4720, -1.7411)  0.32
H (0.3791, -2.9310, -4.1609)  0.59
C (0.9751, -1.7946, 0.8467)  -0.50
Ge (2.5285, -2.8025, 0.1433)  1.71
C (3.1457, -1.8705, -1.4330)  -0.07
C (4.0620, -2.5117, -2.2731)  -0.46
C (4.5722, -1.8580, -3.3886)  -0.82
C (4.1822, -0.5546, -3.6726)  -0.66
C (3.2905, 0.1014, -2.8360)  -0.72
C (2.7789, -0.5559, -1.7234)  0.46
C (3.9497, -2.8317, 1.4460)  -0.26
C (4.2803, -3.9923, 2.1461)  -0.24
C (5.2608, -3.9612, 3.1344)  -0.73
C (5.9118, -2.7710, 3.4292)  -0.60
C (5.5952, -1.6108, 2.7302)  -0.70
C (4.6193, -1.6418, 1.7430)  -0.57
C (1.8280, -4.5549, -0.2579)  0.23
C (1.7648, -5.0564, -1.5594)  -0.39
C (1.1820, -6.2935, -1.8125)  -0.84
C (0.6529, -7.0393, -0.7688)  -0.59
C (0.6954, -6.5470, 0.5304)  -0.88
C (1.2730, -5.3098, 0.7816)  -0.03
H (0.1554, -2.4977, 1.0668)  0.61
H (4.3924, -3.5220, -2.0568)  0.51
H (5.2795, -2.3637, -4.0335)  0.42
H (4.5819, -0.0468, -4.5409)  0.43
H (2.9986, 1.1232, -3.0464)  0.47
H (2.0868, -0.0275, -1.0726)  0.24
H (3.7837, -4.9288, 1.9176)  0.37
H (5.5205, -4.8676, 3.6672)  0.45
H (6.6758, -2.7479, 4.1964)  0.41
H (6.1159, -0.6867, 2.9489)  0.46
H (4.3887, -0.7318, 1.1957)  0.42
H (2.1713, -4.4863, -2.3872)  0.34
H (1.1452, -6.6754, -2.8251)  0.45
H (0.2019, -8.0030, -0.9677)  0.41
H (0.2761, -7.1242, 1.3447)  0.45
H (1.2858, -4.9328, 1.8023)  0.39

Charge: +1
Largest force on an atom, eV/Å: 0.6
E_HOMO (alpha / beta), eV: -10.098 / -10.110

Computed, not measured: a structure of composition C34H29F3GeIrN3S3 at a distorted geometry, with ωB97M-V/def2-TZVPD.

Last column: Mulliken charge in e.
Element x y z (Å)
Ir (1.4846, -1.4907, -1.2061)  1.31
C (5.1840, 1.7494, -1.2185)  -1.50
C (4.1518, 0.7508, -1.6574)  0.60
S (4.2087, -0.7593, -0.8589)  -0.42
C (3.2356, 1.0399, -2.6427)  0.52
C (3.2010, 2.3889, -3.3031)  -1.62
S (2.1189, -0.1260, -3.2392)  -0.58
H (5.9027, 1.2356, -0.5852)  0.45
H (4.7166, 2.5471, -0.6386)  0.13
H (5.6998, 2.1982, -2.0679)  0.37
H (4.0878, 2.5438, -3.9197)  0.35
H (3.1621, 3.1756, -2.5494)  0.25
H (2.3188, 2.4652, -3.9313)  0.41
N (-1.6300, -4.2063, -2.1134)  -0.02
C (-2.5589, -3.2054, -1.9607)  0.66
C (-3.9359, -3.2182, -1.9198)  -1.07
C (-4.5806, -1.9890, -1.7802)  -0.61
C (-3.8622, -0.8052, -1.6933)  -0.61
C (-2.4779, -0.7845, -1.7338)  -0.41
C (-1.8184, -2.0013, -1.8636)  -0.08
N (-0.4949, -2.2799, -1.9386)  -0.28
C (-0.3817, -3.6200, -2.0657)  0.02
C (0.8575, -4.2707, -2.1355)  0.20
C (1.1493, -5.6070, -2.4154)  -0.45
S (2.8726, -5.8676, -2.3594)  -0.17
C (3.0658, -4.1785, -1.9976)  -0.19
N (1.9709, -3.5035, -1.9196)  -0.16
H (-1.7987, -5.1959, -2.1342)  0.23
H (-4.4929, -4.1402, -2.0087)  0.39
H (-5.6611, -1.9635, -1.7469)  0.39
H (-4.3938, 0.1305, -1.5969)  0.47
H (-1.9178, 0.1332, -1.6743)  0.74
H (0.4830, -6.4306, -2.5541)  0.36
H (4.0400, -3.7611, -1.8389)  0.43
C (0.7388, 0.2348, -0.5104)  -1.23
Ge (-0.1780, 0.8255, 1.0722)  3.05
C (0.9018, 2.3455, 1.8088)  -0.46
C (0.3143, 3.3203, 2.6030)  -0.11
C (1.0232, 4.4454, 2.9821)  -0.71
C (2.3299, 4.6130, 2.5558)  -0.48
C (2.9299, 3.6414, 1.7708)  -0.58
C (2.2200, 2.5112, 1.4066)  -0.48
C (-0.8594, -0.3181, 2.5330)  -0.01
C (-1.8179, -1.2842, 2.2614)  -0.37
C (-2.3955, -2.0107, 3.2848)  -0.69
C (-2.0037, -1.7978, 4.5957)  -0.62
C (-1.0200, -0.8652, 4.8718)  -0.55
C (-0.4642, -0.1211, 3.8463)  -0.56
C (-1.8291, 1.8074, 0.4796)  -0.59
C (-3.1016, 1.4671, 0.9168)  -0.04
C (-4.2213, 2.1433, 0.4624)  -0.77
C (-4.0846, 3.1786, -0.4469)  -0.42
C (-2.8204, 3.5358, -0.8851)  -0.60
C (-1.7097, 2.8519, -0.4272)  -0.15
H (0.6978, 1.0551, -1.2300)  0.58
H (-0.7147, 3.1952, 2.9192)  0.37
H (0.5538, 5.2031, 3.5955)  0.37
H (2.8794, 5.5027, 2.8370)  0.36
H (3.9520, 3.7764, 1.4421)  0.40
H (2.6673, 1.7289, 0.8055)  0.24
H (-2.1054, -1.4792, 1.2374)  0.55
H (-3.1502, -2.7500, 3.0600)  0.42
H (-2.4567, -2.3684, 5.3962)  0.36
H (-0.6872, -0.7093, 5.8903)  0.38
H (0.3013, 0.6121, 4.0596)  0.39
H (-3.2216, 0.6562, 1.6237)  0.27
H (-5.2022, 1.8573, 0.8241)  0.40
H (-4.9583, 3.7059, -0.8081)  0.36
H (-2.6960, 4.3517, -1.5830)  0.40
H (-0.7235, 3.1316, -0.7746)  0.36
F (2.6191, -3.1097, 1.0002)  -0.25
C (1.7510, -2.0754, 0.7978)  -0.28
F (0.5518, -2.5857, 1.2265)  -0.27
F (2.0841, -1.1747, 1.7664)  -0.17

Charge: -1
<S²>: 0.76
Largest force on an atom, eV/Å: 4.4
E_HOMO (alpha / beta), eV: -2.834 / -2.854
2S+1: 2

Computed, not measured: a cluster of 3 separate species, CH8O2S2 in total at a distorted geometry, with ωB97M-V/def2-TZVPD.

Last column: Mulliken charge in e.
Element x y z (Å)
C (1.0728, -1.7762, -0.6001)  -0.71
S (-0.6135, -0.8375, -0.7005)  -0.10
S (-1.3538, -0.6741, 1.1768)  -0.17
H (1.4651, -1.4418, -1.5759)  0.24
H (1.6547, -1.4327, 0.2797)  0.27
H (0.7906, -2.7828, -0.6412)  0.34
H (-0.4209, 0.0137, 1.8612)  0.14
O (0.7423, 2.0786, 1.2629)  -0.60
H (1.5736, 1.5798, 1.0038)  0.33
H (0.6063, 2.6400, 0.4895)  0.29
O (1.4554, 1.9237, -1.5220)  -0.66
H (1.1812, 2.8401, -1.6737)  0.30
H (0.6071, 1.4078, -1.6903)  0.33

Charge: 0
Largest force on an atom, eV/Å: 3.0
SMILES string: CSS.O.O
E_HOMO, eV: -8.651